8 unconnected molecules or ions with the total composition C5H24O9 at a distorted geometry, computed with the ωB97M-V functional and the def2-TZVPD basis.

Results
Structure (SMILES): O=CCCCCO.O.O.O.O.O.O.O
Orbital gap: 10.34 eV
Energy: -23998.9688 eV
Relative energy (zero: lowest compared OMol25 entry of this formula, charge and spin): 321.4 kJ/mol
HOMO energy: -10.309 eV

Structure (ORCA input):
```
! RIJCOSX wB97M-V def2-TZVPD def2/J DEFGRID3
* xyz 0 1
H 1.59191 0.81784 -3.83703
H 0.21995 -1.49822 -3.75340
C -0.26198 1.18529 -2.64880
H 0.05733 0.97853 -1.65203
H -1.33955 -2.63975 -1.54247
C 1.04997 1.50470 -3.13618
O -0.12416 2.24404 1.80077
H 3.36003 0.53293 1.23173
H -0.41094 0.38086 3.84704
H 0.79856 2.32271 1.49884
C -0.61931 -1.35567 -3.06490
H -3.10046 1.25870 2.83847
H -2.61861 -3.63129 0.80274
O -2.67044 0.53062 2.33400
C -1.02876 0.14600 -3.34397
H -0.03097 -1.76062 3.21216
O 1.74103 2.47258 -2.79901
H -1.08005 0.24629 -4.43442
H -1.35342 -1.96066 -3.58169
H -1.78001 0.75964 2.28604
O 0.56866 -2.46997 3.15418
H 0.47640 -2.21509 -1.35813
H -1.61583 -2.61806 1.16655
O 2.47110 2.52380 1.14793
H -0.38333 2.41452 0.91686
H -2.07239 0.27434 -2.96265
O -0.86666 -0.86047 -0.66344
O 0.50228 0.76487 4.04618
O -1.73128 -3.58360 1.13981
H -0.48605 0.03366 -0.82641
H 3.19402 3.01067 1.64251
H 0.26429 -3.24943 2.70820
C -0.48947 -1.85087 -1.59589
O 3.21292 -0.42233 1.41587
H 2.92822 2.53965 0.34072
H 0.20167 1.70712 4.32187
H 2.40128 -0.46823 1.82698
H -0.97593 1.93489 -2.47905
*
```


2 unconnected molecules or ions with the total composition C5H12O2, computed with the ωB97M-V functional and the def2-TZVPD basis.

Results
Orbital gap (alpha / beta): 8.21 / 8.21 eV
Energy: -9469.8630 eV
Relative energy (zero: lowest compared OMol25 entry of this formula, charge and spin): 508.7 kJ/mol
HOMO energy (alpha / beta): -7.734 / -7.733 eV

Structure (ORCA input):
```
! RIJCOSX wB97M-V def2-TZVPD def2/J DEFGRID3
* xyz 0 1
O 1.37271 2.64895 -0.53125
H -1.31902 -1.73782 -0.94744
C -0.87591 -0.21457 2.09811
H -2.03487 -2.62454 0.38390
H 2.37221 0.95163 -1.21274
C 1.44937 1.53242 -1.38695
H -0.29020 -2.72619 0.12194
H 1.50309 1.93198 -2.40382
H 0.28744 -0.17480 -2.02448
C -1.14850 -2.04799 0.08663
H -0.68273 1.18734 -1.42222
H -1.54514 0.34764 2.74630
H -0.00777 -0.64336 2.60871
H 0.95348 -0.71536 0.40273
O -0.54696 0.54359 0.99993
H -1.22050 -1.29529 1.16281
C 0.15128 -0.05301 0.07588
C 0.23225 0.60990 -1.25596
H 1.18928 2.33011 0.36315
*
```